*one*
Formula: CHI2NO
Source: OMol25
Level of theory: ωB97M-V/def2-TZVPD

Each atom is followed by the atoms it is bonded to, with distances in Å.
Element x y z (Å)
1 C 0.4385 -0.8852 0.2595  N2 1.409, I4 2.034, I5 2.094, H6 1.219
2 N 0.6014 -0.7961 1.6560  C1 1.409, O3 1.187, I4 2.531
3 O -0.0345 0.0755 2.1511  N2 1.187
4 I -0.6557 -2.5948 0.3948  C1 2.034, N2 2.531, I5 3.393
5 I 2.2231 -1.2364 -0.7791  C1 2.094, I4 3.393
6 H 0.0594 0.1537 -0.2525  C1 1.219

* E_HOMO: -9.6483 eV
* charge: 0
* orbital gap: 0.3303 Eh

Results of the Mulliken charge analysis, in e, for atoms 1 through 4: -0.452, 0.002, -0.295, 0.153

***

*two*
Formula: CHI2NO
Source: OMol25
Level of theory: ωB97M-V/def2-TZVPD

Each atom is followed by the atoms it is bonded to, with distances in Å.
Element x y z (Å)
1 C 1.2296 1.8787 1.7757  O3 1.137
2 N 0.1865 -0.7452 -0.2907  I5 1.917, H6 1.042
3 O 1.9022 2.6077 2.3310  C1 1.137
4 I 3.9923 0.1057 -0.6550  I5 2.780
5 I 1.8378 -1.1113 0.6117  N2 1.917, I4 2.780
6 H -0.5417 -0.2725 0.2862  N2 1.042

* E_HOMO (spin up / spin down): -8.6377 / -9.1779 eV
* charge: 0
* orbital gap (spin up / spin down): 0.2494 / 0.2643 Eh

Results of the Mulliken charge analysis, in e, for atoms 1 through 4: 0.117, -0.516, -0.145, -0.136

***

Among the structures above, stability is smallest for *one*.